Entry 1:
{"formula": "C34H96N12O10", "method": "ωB97M-V with the def2-TZVPD basis set", "spin_multiplicity": 1, "energy_ev": -75162.948, "e_lumo_ev": 0.21, "smiles": "COC[C@H](C)N.COC[C@H](C)N.COC[C@H](C)N.COC[C@H](C)N.COC[C@H](C)N.COC[C@H](C)N.COC[C@H](C)N.COC[C@H](C)N.NC(N)=O.NC(N)=O", "symbols": ["C", "O", "N", "N", "H", "H", "H", "H", "C", "O", "N", "N", "H", "H", "H", "H", "C", "C", "C", "O", "C", "N", "H", "H", "H", "H", "H", "H", "H", "H", "H", "H", "H", "C", "C", "C", "O", "C", "N", "H", "H", "H", "H", "H", "H", "H", "H", "H", "H", "H", "C", "C", "C", "O", "C", "N", "H", "H", "H", "H", "H", "H", "H", "H", "H", "H", "H", "C", "C", "C", "O", "C", "N", "H", "H", "H", "H", "H", "H", "H", "H", "H", "H", "H", "C", "C", "C", "O", "C", "N", "H", "H", "H", "H", "H", "H", "H", "H", "H", "H", "H", "C", "C", "C", "O", "C", "N", "H", "H", "H", "H", "H", "H", "H", "H", "H", "H", "H", "C", "C", "C", "O", "C", "N", "H", "H", "H", "H", "H", "H", "H", "H", "H", "H", "H", "C", "C", "C", "O", "C", "N", "H", "H", "H", "H", "H", "H", "H", "H", "H", "H", "H"], "positions_angstrom": [[-4.37407, 4.27905, -3.68022], [-3.32045, 4.83659, -3.78269], [-5.32806, 4.60150, -2.83763], [-4.82787, 3.40218, -4.54721], [-6.07667, 3.94150, -2.68239], [-5.30094, 5.37745, -2.19167], [-5.68423, 2.88231, -4.41888], [-4.21571, 3.24521, -5.33507], [-4.18636, 8.69880, 3.53876], [-4.69413, 8.98392, 2.44880], [-2.90963, 8.73572, 3.85221], [-4.92922, 8.43019, 4.58792], [-2.24046, 9.06536, 3.17129], [-2.71394, 8.65142, 4.83948], [-5.93116, 8.49659, 4.47927], [-4.54057, 8.40242, 5.51974], [-10.98740, 4.52105, 0.64680], [-9.92065, 3.74171, 1.38049], [-10.40341, 3.11153, 2.65215], [-9.32647, 2.41460, 3.25664], [-8.33737, 3.16111, 4.00957], [-9.45606, 2.71181, 0.52392], [-11.33815, 5.30050, 1.32321], [-11.75876, 3.82854, 0.30988], [-10.78527, 5.11090, -0.24724], [-9.04476, 4.31065, 1.69232], [-11.13274, 2.34271, 2.39701], [-10.76512, 3.74571, 3.46152], [-7.72725, 3.87094, 3.45101], [-7.74957, 2.42749, 4.56128], [-8.84566, 3.66553, 4.83135], [-10.25763, 2.34025, 0.03450], [-8.88988, 2.09259, 1.08616], [3.91911, -2.90075, -10.91523], [3.79773, -3.30188, -9.40835], [3.25122, -4.75715, -9.15956], [2.78640, -4.67057, -7.75385], [2.25845, -5.87197, -7.28593], [5.08464, -3.34522, -8.77912], [3.99714, -1.81376, -10.93707], [3.02953, -3.19465, -11.47234], [4.83776, -3.35935, -11.28111], [3.16533, -2.52815, -8.97303], [4.02372, -5.51547, -9.28726], [2.44470, -4.99939, -9.85161], [2.89029, -6.74137, -7.46766], [1.31092, -6.05732, -7.79182], [2.20527, -5.70126, -6.21069], [5.00662, -3.57469, -7.79863], [5.53083, -2.43995, -8.74044], [3.73531, -5.23181, 0.25084], [4.84929, -4.37095, 0.98909], [5.82671, -3.46287, 0.18304], [6.21809, -4.13506, -1.05202], [7.09532, -5.26194, -0.84964], [4.13938, -3.60775, 1.97787], [3.30947, -5.96578, 0.93499], [4.28925, -5.56878, -0.62534], [2.99051, -4.56166, -0.17841], [5.45878, -5.19069, 1.36940], [6.73182, -3.28923, 0.76505], [5.35815, -2.51190, -0.07029], [7.30308, -5.57878, -1.87167], [6.57534, -6.11208, -0.40805], [7.96294, -5.06684, -0.21935], [3.51004, -2.97887, 1.49983], [4.75486, -2.97390, 2.46730], [-0.23970, 0.00283, -2.37586], [-0.91870, 0.13891, -1.03237], [-0.15388, 1.38825, -0.36441], [-0.67775, 1.85096, 0.86697], [-0.26447, 3.08899, 1.33027], [-2.27192, 0.48134, -1.22522], [-0.54306, 0.61353, -3.22622], [-0.51644, -0.97293, -2.77511], [0.82761, 0.00204, -2.15461], [-0.74680, -0.75481, -0.43253], [-0.15587, 2.16301, -1.13112], [0.92093, 1.27610, -0.22196], [-0.20669, 3.73525, 0.45442], [0.76256, 3.08594, 1.69539], [-0.81426, 3.36679, 2.22953], [-2.36193, 1.24815, -1.87637], [-2.71680, 0.86464, -0.40348], [-3.20840, -12.57021, -3.11421], [-3.95616, -11.30277, -3.58525], [-3.51585, -10.13414, -2.65149], [-4.10837, -8.92663, -3.17256], [-3.97834, -7.77138, -2.31183], [-3.70102, -10.93740, -4.99536], [-2.12963, -12.47979, -3.24143], [-3.53419, -13.46168, -3.65015], [-3.50745, -12.56225, -2.06606], [-5.02021, -11.21799, -3.36453], [-2.43342, -10.01327, -2.69415], [-3.83789, -10.30053, -1.62353], [-4.52458, -6.90460, -2.68386], [-2.94210, -7.50142, -2.10829], [-4.45114, -8.01353, -1.36002], [-2.80429, -10.47663, -5.05592], [-4.36193, -10.17714, -5.06821], [6.37312, 0.61049, 8.27500], [6.66008, 0.23476, 6.72437], [6.47043, 1.34432, 5.68748], [6.37102, 0.88193, 4.27964], [6.45304, 2.03147, 3.38913], [7.87620, -0.49442, 6.68751], [5.73936, 1.49470, 8.34305], [7.28526, 0.84921, 8.82191], [5.88859, -0.22946, 8.77281], [5.91233, -0.52035, 6.48189], [7.27694, 2.05345, 5.87398], [5.46524, 1.69062, 5.92785], [5.46796, 2.47770, 3.25276], [6.96673, 1.87921, 2.43989], [6.94155, 2.83510, 3.94016], [8.03667, -0.64976, 5.70252], [8.49933, 0.24934, 6.96793], [4.80923, 7.14640, -4.28483], [3.56302, 6.28759, -4.35493], [3.89954, 4.85736, -4.80012], [4.79567, 4.74649, -5.95369], [4.06871, 5.16423, -7.09611], [3.07513, 6.30975, -2.96459], [4.70163, 8.05988, -3.69995], [5.15495, 7.25971, -5.31232], [5.68727, 6.69587, -3.82206], [2.80033, 6.80593, -4.93607], [2.95843, 4.33813, -4.98126], [4.37386, 4.45041, -3.90708], [4.77550, 5.08703, -7.92229], [3.72417, 6.18784, -6.94906], [3.21177, 4.50478, -7.23351], [2.14165, 5.92522, -2.99365], [2.85132, 7.28051, -2.79831], [-1.61147, -0.07619, 7.54261], [-1.07237, 0.71037, 8.71669], [-2.03079, 1.57216, 9.51587], [-1.38475, 2.26131, 10.63188], [-0.47190, 3.28259, 10.23044], [-0.46948, -0.25373, 9.62705], [-1.75066, 0.35473, 6.55113], [-2.55285, -0.61473, 7.65156], [-0.78228, -0.74578, 7.31417], [-0.28779, 1.33714, 8.29278], [-2.89689, 0.98826, 9.82734], [-2.54802, 2.28101, 8.86926], [0.00164, 3.11060, 9.26386], [0.34065, 3.28932, 10.95695], [-0.98508, 4.21615, 9.99973], [-0.12817, 0.31603, 10.38796], [-1.20183, -0.78887, 10.07133]], "forces_ev_per_a": [[-0.1, 1.2, -0.3], [2.2, 0.8, 0.0], [-2.7, 0.8, 3.4], [0.0, -2.8, -2.7], [0.0, 0.4, 0.0], [0.5, -0.3, -0.2], [0.4, 0.2, -0.3], [-0.3, -0.4, 0.2], [-1.6, 1.6, -2.8], [0.8, -0.6, 0.4], [2.7, -0.1, 0.1], [-2.5, -1.0, 2.6], [-0.1, -0.1, 0.4], [0.8, 0.1, -0.6], [0.3, 0.0, 0.1], [-0.4, -0.1, -0.2], [-0.3, 1.0, 0.5], [0.2, 0.9, -0.3], [0.2, -0.2, 1.3], [1.5, -0.6, 0.2], [-1.5, -0.6, 0.4], [0.8, 0.1, -0.9], [-0.7, -0.3, 0.2], [-0.4, 0.1, 0.5], [1.1, -0.4, -0.1], [0.0, 0.7, -0.3], [-0.2, 0.0, 0.2], [-0.6, 0.6, -0.4], [0.0, -0.2, -0.2], [0.3, -0.1, -0.6], [-0.2, 0.6, -0.1], [0.4, -0.9, 0.1], [-0.3, -0.8, -0.4], [0.2, -0.4, 1.5], [-0.4, -1.2, -1.1], [-0.8, 2.2, 1.1], [1.1, -0.1, -2.2], [0.0, 0.1, 0.2], [1.4, 0.6, 0.4], [0.2, 0.0, -0.3], [0.1, -0.1, -0.1], [-0.2, 0.0, -0.4], [-0.6, -0.5, 0.4], [0.2, 0.1, 0.2], [-0.5, 0.0, 0.2], [0.3, -0.1, -0.1], [-0.4, -0.2, 0.4], [-0.6, -0.5, 0.0], [-0.3, -0.4, 0.1], [0.1, 0.3, -0.4], [1.9, 2.1, -0.8], [-0.8, -0.8, -0.7], [-0.6, -2.0, -1.2], [0.5, 0.4, 1.0], [-1.3, 0.2, -0.6], [0.2, 0.4, 1.0], [0.2, 0.0, -0.3], [-0.4, -1.0, 0.0], [-0.4, 0.0, 0.3], [0.2, 0.3, 1.0], [0.0, 0.2, 0.3], [0.0, -0.1, -0.2], [0.7, 0.1, 0.2], [-0.3, 0.0, 0.3], [0.2, 0.4, -0.3], [-0.4, -0.1, -0.2], [0.3, 0.0, 0.4], [0.2, -1.8, -0.1], [1.9, 2.9, 0.7], [0.4, -0.1, 0.1], [-1.3, -1.7, 0.0], [1.3, 0.0, -0.4], [-2.0, 0.0, 0.0], [0.1, 0.9, 0.6], [0.3, -0.4, 0.1], [0.1, 0.1, -0.7], [-0.3, 0.0, 0.0], [-0.6, 0.5, -0.2], [0.4, -0.9, 0.1], [-0.7, 0.9, 0.4], [0.6, -0.4, 0.0], [-0.6, 0.3, -0.6], [0.2, 0.0, -0.4], [0.1, -0.3, 0.5], [-1.4, 1.0, -0.2], [1.7, 1.2, 0.5], [0.0, 0.7, -0.9], [0.0, 0.6, 0.5], [-0.3, -1.2, 0.3], [-1.0, -0.3, 0.8], [0.0, 0.2, 0.1], [-0.1, 0.0, 0.2], [0.5, -0.9, 0.2], [-0.3, -1.2, -0.6], [0.3, -0.1, 0.2], [0.0, 0.0, 0.2], [0.1, -0.3, -0.6], [0.2, -0.1, -0.2], [0.0, 0.0, 0.3], [0.4, 0.0, 0.0], [0.0, 0.4, -0.9], [0.1, 0.4, -1.9], [-2.4, -1.2, 1.2], [-0.9, -0.9, 0.0], [1.2, 0.9, 0.8], [-0.4, 0.4, 1.6], [1.0, 0.6, -0.2], [-0.2, -0.1, 0.0], [0.2, -0.1, -0.2], [0.1, 0.1, -0.2], [-0.6, 0.1, 0.0], [-0.1, 0.5, -0.6], [0.1, 0.9, 0.0], [-0.4, -0.4, -0.4], [-0.1, -0.6, 0.2], [0.6, 0.0, -0.2], [0.5, -0.4, -0.3], [1.3, -0.3, 0.0], [1.1, -0.3, -1.0], [0.9, 0.9, 1.0], [0.5, 0.5, -0.1], [-1.4, 0.2, 1.7], [0.6, -0.2, 0.3], [-0.8, -0.7, -0.1], [-0.4, 0.3, -0.6], [0.0, 0.9, 0.0], [-0.3, -0.7, 0.3], [0.1, -0.2, -0.7], [0.0, -0.4, -0.2], [0.3, -0.4, -0.3], [-0.3, 0.1, -0.2], [-0.1, 0.1, -0.4], [-0.2, 0.0, -0.3], [-0.3, -0.6, 0.3], [0.3, 0.3, 0.3], [0.0, -0.5, -1.2], [-0.3, 0.0, 0.0], [-0.3, 1.1, -0.5], [-0.4, -0.8, -1.1], [-0.2, -0.5, -0.8], [0.7, 0.2, 0.3], [0.0, 1.2, 0.3], [0.1, -0.3, 0.7], [-0.3, -0.6, 0.2], [0.2, 0.0, 0.2], [0.4, -0.3, 0.9], [0.3, 0.7, -0.3], [0.2, -0.7, -0.1], [-0.3, 0.6, 0.2], [-0.1, 0.4, 0.9], [0.4, -0.1, 0.4], [-0.3, -0.3, -0.1]], "mulliken_charge": [0.72, -0.63, -0.38, -0.42, 0.16, 0.19, 0.16, 0.21, 0.66, -0.66, -0.37, -0.39, 0.22, 0.17, 0.22, 0.16, -1.47, 0.42, -0.53, -0.38, -0.69, -0.60, 0.34, 0.34, 0.37, 0.22, 0.25, 0.34, 0.28, 0.27, 0.31, 0.24, 0.29, -1.43, 0.61, -0.78, -0.28, -0.72, -0.77, 0.36, 0.34, 0.37, 0.26, 0.39, 0.38, 0.30, 0.27, 0.24, 0.24, 0.22, -1.15, 0.27, -0.61, -0.38, -0.73, -0.68, 0.29, 0.33, 0.35, 0.27, 0.34, 0.33, 0.26, 0.29, 0.31, 0.27, 0.24, -1.36, 0.36, -0.79, -0.30, -0.67, -0.70, 0.34, 0.38, 0.33, 0.34, 0.36, 0.40, 0.30, 0.26, 0.23, 0.21, 0.30, -1.24, 0.16, -0.84, -0.29, -0.76, -0.74, 0.31, 0.34, 0.35, 0.34, 0.39, 0.45, 0.26, 0.30, 0.30, 0.28, 0.38, -1.09, 0.11, -0.68, -0.29, -0.72, -0.68, 0.35, 0.32, 0.28, 0.33, 0.36, 0.25, 0.29, 0.26, 0.30, 0.30, 0.29, -1.27, 0.48, -0.78, -0.36, -0.70, -0.81, 0.37, 0.31, 0.31, 0.32, 0.35, 0.43, 0.23, 0.29, 0.31, 0.26, 0.26, -1.59, 0.68, -0.70, -0.35, -0.74, -0.73, 0.38, 0.33, 0.39, 0.16, 0.36, 0.34, 0.29, 0.29, 0.32, 0.31, 0.28]}

***

Entry 2:
{"formula": "C5H8IN2", "method": "ωB97M-V with the def2-TZVPD basis set", "spin_multiplicity": 1, "energy_ev": -16385.283, "e_lumo_ev": -5.95, "charge": 1, "symbols": ["C", "C", "C", "C", "C", "N", "N", "I", "H", "H", "H", "H", "H", "H", "H", "H"], "positions_angstrom": [[0.11240, -0.80864, 0.14080], [-0.27255, 0.49170, 0.15161], [1.52006, -0.99882, 0.19215], [0.61715, 1.42887, 0.72105], [-1.50754, 0.85861, -0.53909], [2.23044, 0.09098, 0.04662], [2.06863, -2.18120, 0.31234], [4.22625, 0.29708, -0.29147], [-0.57842, -1.65412, -0.22928], [0.69672, 2.44979, 0.44123], [1.12016, 1.08892, 1.64589], [-1.29096, 1.91787, -0.81443], [-2.26434, 1.20025, 0.19282], [-2.08173, 0.23417, -1.24407], [1.50235, -2.78998, 0.91600], [3.05403, -2.46617, 0.55337]], "forces_ev_per_a": [[-1.6, -1.1, -1.0], [-0.9, -1.8, -0.2], [2.2, 1.5, 0.4], [2.5, -2.5, 0.4], [-1.8, 3.1, 1.1], [-0.9, 2.1, -0.6], [0.7, -4.2, 2.0], [-0.7, -0.3, 0.5], [1.3, 1.5, 0.8], [0.0, 0.7, -0.3], [-0.6, 0.8, -0.4], [-0.3, -0.8, -1.3], [0.0, -0.7, 0.2], [1.2, 0.2, 0.1], [0.0, 0.0, -0.9], [-1.1, 1.6, -0.9]], "mulliken_charge": [-0.51, 0.87, 0.77, -0.57, -1.30, -0.66, -0.52, 0.28, 0.36, 0.39, 0.29, 0.31, 0.36, 0.37, 0.27, 0.27]}

***

no.,orbital gap (eV)
1,9.1
2,7.1